A cluster of 5 separate species, C2H13O5 in total at a distorted geometry. Source: OMol25; level of theory: ωB97M-V with the def2-TZVPD basis set.

Summary:
Charge: -1
Energy above the lowest of the compared OMol25 structures with the same formula, charge and spin: 0.388 eV
LUMO energy: 3.90 eV
HOMO-LUMO gap: 9.3 eV
HOMO level: -5.4 eV
DFT total energy: -12523.741 eV

Geometry as XYZ:
```
20
Properties=species:S:1:pos:R:3:forces:R:3:nbo_charge:R:1
C -1.983779 -0.752046 -0.654907 1.3 0.6 0.0 -0.060
O -2.129311 0.354846 -1.508455 -0.7 0.6 -0.3 -0.778
C -2.304141 -0.506811 0.804350 1.3 -0.1 -0.1 -0.645
H -2.638997 -1.510712 -1.046410 -0.2 -0.5 -0.3 0.142
H -0.925416 -1.072788 -0.686824 -0.4 -0.4 -0.1 0.188
H -1.450480 0.027904 1.265156 -0.6 0.1 -0.2 0.224
H -3.234963 0.041776 0.910059 -0.2 -0.2 0.3 0.191
H -2.239530 -1.517145 1.227673 -0.7 0.3 0.4 0.200
H 2.799224 0.509350 -0.566753 -0.4 -0.7 -0.6 0.507
H 4.224106 0.101576 -0.678953 0.3 -0.2 -0.3 0.434
O 3.465610 0.186454 -1.265107 0.1 0.7 0.7 -1.008
H 1.446069 -0.960914 1.030914 -0.6 -0.4 -1.3 0.506
H 1.010638 -2.041857 1.984682 -0.2 -0.4 -0.2 0.428
O 1.137728 -1.937784 1.031915 0.4 0.4 1.1 -1.006
H 0.632398 1.672298 -0.311451 -0.7 -0.5 0.1 0.531
H 1.980211 0.862568 1.321640 -0.2 0.2 -0.3 0.423
O 1.563698 0.529712 0.512180 0.5 0.8 0.6 -1.222
H -1.512582 1.079356 -1.280137 0.2 -0.5 0.1 0.507
H 0.303648 2.808820 -1.296672 -0.2 0.1 -0.2 0.456
O -0.144122 2.125396 -0.792905 0.9 0.2 0.4 -1.018
```
Forces are in eV/Å.

A cluster of 2 separate species, CH2Cl3P in total at a distorted geometry. Source: OMol25; level of theory: ωB97M-V with the def2-TZVPD basis set.

Summary:
Charge: 0
Energy above the lowest of the compared OMol25 structures with the same formula, charge and spin: 3.295 eV
LUMO energy (alpha / beta): -1.23 / -1.25 eV
HOMO-LUMO gap (alpha / beta): 7.8 / 7.7 eV
HOMO level (alpha / beta): -9.0 / -8.9 eV
DFT total energy: -47922.271 eV

Geometry as XYZ:
```
7
Properties=species:S:1:pos:R:3:forces:R:3:nbo_charge:R:1
C -1.120233 0.011932 -0.100984 0.4 0.3 0.0 -0.237
P 1.777330 -0.806348 0.031317 -0.9 -0.5 -0.2 0.154
Cl -0.973226 1.701810 0.281597 0.1 -0.2 0.0 0.047
Cl -1.580611 -0.279726 -1.737030 0.1 -0.1 0.1 0.063
Cl -2.023834 -0.876024 1.064990 0.2 -0.1 0.0 0.067
H 1.915088 -0.077230 1.210944 0.0 0.3 0.4 -0.048
H 2.005484 0.325587 -0.750831 0.1 0.4 -0.3 -0.047
```
Forces are in eV/Å.

A structure of composition C31H35BrN2O2PPtSSeSi at a distorted geometry. Source: OMol25; level of theory: ωB97M-V with the def2-TZVPD basis set.

Summary:
Charge: +1
LUMO energy (alpha / beta): -2.15 / -5.20 eV
2S+1: 5
HOMO-LUMO gap (alpha / beta): 7.2 / 5.2 eV
HOMO level (alpha / beta): -9.3 / -10.4 eV
DFT total energy: -206421.727 eV

Geometry as XYZ:
```
76
Properties=species:S:1:pos:R:3:forces:R:3:nbo_charge:R:1
Pt 0.447700 0.641100 0.201200 0.0 -1.0 0.1 0.882
Br -0.029000 2.861200 1.927800 -0.3 0.3 -0.1 0.108
C -1.120700 3.670400 0.558800 0.0 0.1 0.3 -0.053
C -1.914600 4.728600 0.908600 0.4 -0.4 0.2 -0.229
C -2.683700 5.370300 -0.071600 -0.1 0.0 -0.4 -0.197
C -2.608800 4.964300 -1.373200 -0.1 0.2 0.1 -0.162
C -1.786800 3.884900 -1.754700 0.1 -0.2 0.2 -0.061
C -1.689500 3.487800 -3.103000 0.0 -0.1 -0.2 -0.176
C -0.915100 2.423700 -3.467700 -0.1 0.1 0.0 -0.217
C -0.243500 1.684700 -2.486200 0.1 0.1 0.2 -0.285
C -0.300300 2.035200 -1.157500 0.3 -0.5 -0.1 -0.265
C -1.046600 3.172000 -0.762200 0.1 0.1 -0.2 -0.078
H -1.949500 5.077300 1.927600 0.0 0.0 0.1 0.238
H -3.313200 6.198300 0.211000 -0.1 0.1 0.0 0.231
H -3.170600 5.469100 -2.144000 -0.1 0.1 -0.1 0.221
H -2.238100 4.036400 -3.853100 -0.1 0.1 0.0 0.222
H -0.842800 2.132200 -4.504500 0.0 0.0 -0.1 0.217
H 0.327800 0.814900 -2.795700 0.0 0.0 0.1 0.207
O 0.348000 -2.691800 2.357800 0.0 -0.1 0.0 -0.623
C -0.231700 -1.910800 1.628300 -0.2 -1.9 -0.5 0.797
O -0.296300 -0.651600 1.810000 0.0 2.1 -0.1 -0.759
C -0.962100 -2.433700 0.358000 0.4 0.2 0.4 -0.854
P -0.441300 -1.376300 -1.042000 -0.2 0.2 0.2 1.065
C -1.970200 -0.857600 -1.842800 0.1 -0.1 0.0 -0.404
C -2.750700 0.029500 -1.099200 0.1 -0.1 0.1 -0.130
C -3.917500 0.534100 -1.631700 0.0 0.1 0.0 -0.218
C -4.315500 0.152000 -2.903900 -0.1 -0.1 0.0 -0.184
C -3.556800 -0.748200 -3.632000 -0.2 0.1 -0.1 -0.190
C -2.381000 -1.254100 -3.107700 0.1 0.0 0.1 -0.208
C 0.583200 -2.351300 -2.147500 0.1 0.1 0.0 -0.420
C 0.804400 -1.926500 -3.461400 -0.1 0.0 0.2 -0.208
C 1.727600 -2.578800 -4.253900 0.2 0.0 -0.1 -0.210
C 2.457800 -3.645000 -3.744700 0.0 0.0 0.0 -0.199
C 2.242400 -4.071200 -2.443200 0.2 0.0 -0.1 -0.215
C 1.329000 -3.417400 -1.640600 -0.3 0.2 0.0 -0.127
H -2.037600 -2.294300 0.500400 0.1 0.1 -0.1 0.278
H -0.762000 -3.492900 0.183000 0.0 0.2 0.1 0.263
H -2.425200 0.319600 -0.103600 -0.1 0.0 0.0 0.213
H -4.515700 1.231600 -1.067600 -0.1 0.1 0.1 0.228
H -5.234300 0.542200 -3.311000 -0.1 0.1 -0.1 0.226
H -3.884100 -1.061300 -4.611500 0.0 0.0 -0.1 0.224
H -1.795900 -1.956300 -3.679200 0.0 -0.1 -0.1 0.223
H 0.256300 -1.083400 -3.859200 0.0 0.0 0.0 0.220
H 1.879000 -2.255400 -5.274900 0.0 0.0 -0.1 0.219
H 3.198600 -4.135800 -4.356300 0.0 -0.1 -0.1 0.226
H 2.788500 -4.914100 -2.049500 0.1 -0.1 0.0 0.230
H 1.205200 -3.727300 -0.614300 0.0 -0.1 0.1 0.221
C 1.983000 -0.549100 4.116900 0.5 0.1 -0.5 -1.130
Si 3.348000 -0.130300 2.875300 0.3 0.1 0.0 1.480
C 3.793200 1.718600 2.715800 -0.3 -0.8 0.0 -1.118
C 4.934200 -1.195900 2.948400 -0.7 0.4 0.0 -1.113
Se 2.574200 -0.845700 0.718600 -0.2 0.5 0.0 -0.109
H 2.374100 -0.541700 5.128600 0.2 0.1 0.2 0.251
H 1.558800 -1.532100 3.916100 0.1 0.0 -0.1 0.292
H 1.167800 0.169200 4.061400 0.0 0.1 -0.1 0.257
H 4.395200 2.021400 3.566500 0.1 0.0 0.2 0.254
H 2.908100 2.349000 2.699500 -0.2 0.0 0.0 0.245
H 4.364300 1.922900 1.813600 0.1 -0.1 -0.1 0.251
H 5.514400 -0.944700 3.829700 0.1 0.1 0.2 0.253
H 5.569600 -1.036600 2.079200 0.0 0.1 -0.1 0.237
H 4.700700 -2.255700 2.998100 -0.1 -0.1 0.0 0.252
C 5.272900 -0.430300 -1.439700 0.2 -0.1 0.4 -0.414
N 4.378800 0.114900 -2.417800 -0.4 0.3 -0.2 -0.379
C 4.545200 -0.188000 -3.831200 0.2 -0.2 -0.3 -0.220
C 3.518300 0.726800 -4.524800 0.1 -0.1 -0.4 -0.226
N 2.876500 1.375700 -3.399600 0.1 -0.1 0.1 -0.571
C 3.432200 1.032500 -2.230600 -0.1 0.0 -0.2 0.329
S 2.991700 1.735800 -0.759800 -0.2 0.0 0.6 -0.081
H 5.292000 -1.518600 -1.508800 -0.1 0.0 0.0 0.217
H 4.930500 -0.150100 -0.443700 0.1 0.0 -0.2 0.239
H 6.287200 -0.054100 -1.589300 0.0 0.0 0.0 0.213
H 4.352800 -1.252200 -4.000800 0.0 0.1 0.0 0.218
H 5.573900 0.030300 -4.132500 -0.1 0.0 0.0 0.215
H 2.789500 0.158300 -5.106900 0.1 0.0 0.0 0.210
H 3.990000 1.463000 -5.183500 0.0 -0.1 0.1 0.217
H 2.189200 2.104100 -3.492700 0.0 0.0 0.2 0.441
```
Forces are in eV/Å.

A structure of composition C36H37NP2PtSe at a distorted geometry. Source: OMol25; level of theory: ωB97M-V with the def2-TZVPD basis set.

Summary:
Charge: +2
Energy above the lowest of the compared OMol25 structures with the same formula, charge and spin: 6.152 eV
LUMO energy (alpha / beta): -6.85 / -8.58 eV
2S+1: 5
HOMO-LUMO gap (alpha / beta): 5.2 / 5.0 eV
HOMO level (alpha / beta): -12.1 / -13.6 eV
DFT total energy: -126565.284 eV

Geometry as XYZ:
```
78
Properties=species:S:1:pos:R:3:forces:R:3:lowdin_charge:R:1
Pt -0.494255 -0.432042 0.669813 -0.8 2.7 1.3 0.945
C 2.241450 -2.109040 0.189705 3.3 -1.3 0.0 -0.169
C 2.244552 -0.951173 -0.740824 1.7 0.1 -0.7 -0.443
C 1.953713 -1.336914 -2.215750 0.6 0.0 0.7 -0.150
C 0.536488 -1.891918 -2.538610 0.9 0.6 -0.6 -0.135
C -0.483943 -1.727593 -1.445036 -0.8 -1.8 -0.2 -0.163
C -0.478968 -2.333183 -0.183740 -1.3 -3.2 -1.6 -0.295
C 0.302728 -3.639486 0.098900 0.5 0.6 0.8 -0.133
C 1.778290 -3.466052 -0.195080 0.5 -0.4 0.0 -0.184
C -2.068857 1.037666 1.351170 -1.4 1.0 -0.3 -0.187
H 3.257397 -2.137809 0.698546 -1.6 -0.3 -0.5 0.136
H 3.329400 -0.694349 -0.726146 -0.3 0.1 -0.4 0.139
H 2.699349 -2.140130 -2.315279 -0.3 0.3 -0.6 0.120
H 2.252155 -0.516906 -2.895464 -0.3 -0.4 0.3 0.122
H 0.210845 -1.373702 -3.458208 -0.2 -0.1 0.6 0.121
H 0.626916 -2.946880 -2.893208 -0.3 0.5 0.8 0.147
H -1.479328 -1.547853 -1.904876 1.0 0.4 0.9 0.070
H -1.426221 -2.410677 0.377603 -0.2 -0.1 -0.8 0.086
H -0.106296 -4.521985 -0.429531 -0.3 0.8 -0.1 0.142
H 0.160787 -3.867111 1.162124 0.1 0.0 -0.1 0.115
H 2.395316 -4.202246 0.335815 -0.4 0.1 0.0 0.133
H 2.018068 -3.654120 -1.250674 -0.3 -0.1 0.1 0.110
H -2.316265 0.682922 2.358408 0.3 -0.5 -0.5 0.041
H -3.036553 1.126664 0.833190 0.2 0.2 0.5 0.008
H -1.647833 2.048944 1.473794 0.2 -0.5 -0.5 0.054
P 1.656368 0.548018 0.110911 0.7 0.3 1.0 0.917
P -1.933851 0.574630 -1.016431 0.1 0.8 0.8 1.058
C 0.891513 1.240577 -1.471814 -1.5 0.8 -0.1 -0.224
C -0.398603 1.228581 -1.896583 -0.2 -0.2 -1.0 -0.260
C 2.796255 1.948498 0.458438 -0.4 0.8 -1.1 -0.357
C 3.713366 2.385942 -0.510732 0.2 0.2 0.4 -0.089
C 4.548263 3.481363 -0.249933 -0.3 0.1 0.2 -0.050
C 4.379184 4.199233 0.948019 0.1 0.0 -0.1 -0.053
C 3.385017 3.849762 1.877604 0.2 -0.2 -0.6 -0.054
C 2.592489 2.734059 1.606853 0.0 -0.2 0.3 -0.108
C 2.452948 -0.428949 1.947815 -0.4 1.2 -0.2 -0.256
C 1.683225 -1.441211 2.505687 0.1 -0.6 0.8 -0.219
C 2.186201 -2.211994 3.562416 -0.1 0.1 -0.4 -0.050
C 3.502749 -2.014529 3.997176 -0.4 -0.1 0.1 -0.058
C 4.267132 -1.002863 3.425576 0.0 0.2 -0.3 -0.051
C 3.742063 -0.174637 2.408900 -0.4 -0.2 0.5 -0.070
C -3.035437 1.963761 -1.459442 0.1 -0.1 0.7 -0.344
C -2.520617 3.269916 -1.551901 -0.2 -0.1 -0.5 -0.084
C -3.319149 4.287540 -2.058715 -0.1 0.1 -0.1 -0.046
C -4.620988 4.026833 -2.497360 -0.1 -0.4 0.4 -0.026
C -5.159348 2.746778 -2.314936 0.0 0.2 0.0 -0.042
C -4.395935 1.732971 -1.741457 0.1 -0.1 -0.3 -0.063
C -3.154793 -0.888735 -0.891741 -0.6 0.6 -0.6 -0.375
C -3.519276 -1.417448 0.361936 0.6 0.1 -0.4 -0.122
C -4.205018 -2.626246 0.416021 -0.3 0.0 -0.3 -0.046
C -4.568685 -3.284130 -0.761542 0.3 0.0 0.2 -0.033
C -4.264411 -2.715920 -1.999727 -0.4 0.2 -0.2 -0.039
C -3.669228 -1.456403 -2.074158 0.5 -0.2 0.5 -0.103
H 1.550630 1.867713 -2.092419 -0.2 -0.2 0.2 0.096
H -0.694309 1.755696 -2.840517 0.3 -0.5 0.9 0.102
H 3.761726 1.891209 -1.478569 0.2 -0.1 0.2 0.105
H 5.296520 3.793427 -0.998996 -0.5 -0.2 0.6 0.123
H 5.010973 5.066944 1.147736 -0.2 -0.3 -0.1 0.116
H 3.223385 4.441050 2.791054 0.1 -0.3 -0.6 0.118
H 1.804553 2.480631 2.319491 0.3 -0.1 -0.3 0.048
H 0.666560 -1.722795 2.142262 0.7 0.2 0.3 0.064
H 1.532133 -2.966633 3.996738 0.3 0.0 0.0 0.115
H 3.897736 -2.637083 4.805501 -0.1 0.3 -0.3 0.119
H 5.287046 -0.841927 3.766545 -0.2 0.0 0.0 0.115
H 4.329714 0.673371 2.051503 -0.1 -0.4 -0.1 0.109
H -1.484761 3.471664 -1.294864 -0.2 0.0 0.0 0.107
H -2.925030 5.294497 -2.141859 0.0 -0.1 0.0 0.119
H -5.242804 4.820657 -2.924562 0.4 -0.3 0.1 0.128
H -6.183710 2.535041 -2.622102 0.3 0.1 0.2 0.123
H -4.841790 0.750276 -1.568432 0.1 0.4 -0.1 0.105
H -3.203257 -0.939860 1.294514 -0.2 -0.4 -0.5 0.084
H -4.418678 -3.060053 1.389376 -0.1 0.1 -0.2 0.124
H -5.088093 -4.242577 -0.706220 0.2 0.3 -0.1 0.125
H -4.494262 -3.248622 -2.922685 -0.2 0.2 0.3 0.124
H -3.539001 -0.932926 -3.025810 0.1 -0.4 0.2 0.131
Se 0.346917 2.504090 4.947417 -0.2 -0.5 -0.5 0.942
C 0.017709 1.277493 3.652475 0.0 -2.6 -2.1 -0.709
N -0.110273 0.418289 2.824897 0.3 3.1 3.2 -0.015
```
Forces are in eV/Å.

- What is the charge in the third record?
  +1